1.
{"formula": "C36H18F15GeMnN4O4SSe", "method": "wB97M-V/def2-TZVPD", "spin_multiplicity": 5, "charge": 0, "lumo_energy_ev": [-2.980, -1.047], "homo_lumo_gap_ev": [4.63, 6.56], "symbols": ["Mn", "O", "C", "O", "C", "C", "C", "N", "C", "C", "C", "O", "O", "H", "H", "H", "F", "C", "C", "C", "F", "C", "F", "C", "F", "C", "F", "Ge", "S", "C", "C", "F", "C", "F", "C", "F", "C", "F", "C", "F", "C", "C", "F", "C", "F", "C", "F", "C", "F", "C", "F", "C", "N", "C", "C", "N", "C", "C", "Se", "H", "H", "H", "H", "H", "H", "H", "H", "N", "C", "C", "C", "C", "C", "C", "H", "H", "H", "H", "H", "H", "H"], "xyz": [[-0.26, -0.68, 0.50], [0.93, 0.49, 7.34], [1.79, 0.02, 6.59], [2.97, -0.34, 6.70], [1.23, -0.18, 5.11], [-0.11, -0.46, 4.91], [-0.59, -0.59, 3.62], [0.21, -0.44, 2.56], [1.51, -0.16, 2.75], [2.06, -0.03, 4.00], [2.27, 0.04, 1.45], [3.40, 0.45, 1.42], [1.53, -0.25, 0.41], [-0.78, -0.56, 5.76], [-1.64, -0.79, 3.42], [3.12, 0.19, 4.11], [-5.38, -3.58, 2.09], [-5.88, -3.17, 0.92], [-5.02, -2.92, -0.13], [-5.58, -2.40, -1.29], [-4.75, -2.05, -2.30], [-6.93, -2.20, -1.43], [-7.44, -1.72, -2.57], [-7.77, -2.50, -0.37], [-9.08, -2.29, -0.48], [-7.25, -2.98, 0.82], [-8.05, -3.24, 1.84], [-3.07, -2.98, 0.07], [-2.63, -0.94, 0.63], [-2.14, -3.93, -1.43], [-2.83, -4.74, -2.32], [-4.17, -4.69, -2.36], [-2.18, -5.63, -3.15], [-2.87, -6.42, -3.97], [-0.80, -5.72, -3.11], [-0.16, -6.58, -3.90], [-0.08, -4.93, -2.23], [1.24, -5.03, -2.17], [-0.77, -4.06, -1.41], [-0.06, -3.34, -0.51], [-2.59, -4.40, 1.40], [-3.31, -5.58, 1.43], [-4.32, -5.74, 0.57], [-3.00, -6.61, 2.30], [-3.72, -7.73, 2.31], [-1.92, -6.47, 3.16], [-1.62, -7.45, 4.00], [-1.15, -5.32, 3.13], [-0.09, -5.21, 3.91], [-1.50, -4.31, 2.25], [-0.72, -3.22, 2.21], [1.38, 2.08, -2.36], [-0.01, 2.00, -2.77], [-0.72, 3.00, -3.38], [-1.98, 2.55, -3.57], [-2.03, 1.27, -3.08], [-3.19, 0.39, -3.05], [-0.82, 0.94, -2.59], [-0.32, -0.76, -2.01], [1.60, 3.09, -2.04], [2.04, 1.81, -3.19], [1.56, 1.40, -1.53], [-0.27, 3.95, -3.63], [-2.83, 3.02, -4.03], [-4.07, 0.96, -3.33], [-3.32, -0.01, -2.04], [-3.05, -0.44, -3.73], [-1.01, 1.75, 1.06], [-0.48, 3.03, 0.76], [-1.22, 3.95, 0.03], [-0.70, 5.21, -0.23], [0.58, 5.54, 0.19], [1.33, 4.61, 0.90], [0.80, 3.36, 1.19], [-2.01, 1.71, 0.90], [-0.83, 1.52, 2.03], [-2.22, 3.69, -0.29], [-1.30, 5.94, -0.76], [0.99, 6.52, -0.02], [2.33, 4.85, 1.24], [1.39, 2.64, 1.75]]}

=====

2.
{"formula": "C23H18AuBr2N5OS", "method": "wB97M-V/def2-TZVPD", "spin_multiplicity": 1, "charge": 2, "lumo_energy_ev": -9.369, "homo_lumo_gap_ev": 4.05, "symbols": ["Au", "Br", "C", "C", "C", "Br", "C", "C", "C", "C", "N", "C", "C", "O", "H", "H", "H", "H", "S", "C", "C", "C", "N", "C", "C", "C", "C", "C", "N", "C", "C", "H", "H", "H", "H", "H", "H", "H", "H", "C", "N", "C", "C", "N", "C", "H", "H", "H", "H", "H", "H"], "xyz": [[0.02, -0.44, 1.68], [-3.90, 2.83, -1.89], [-3.90, 1.01, -1.87], [-4.79, 0.28, -2.60], [-4.75, -1.13, -2.55], [-5.99, -2.00, -3.58], [-3.81, -1.87, -1.75], [-3.78, -3.27, -1.71], [-2.84, -3.89, -0.91], [-1.96, -3.10, -0.18], [-1.97, -1.76, -0.21], [-2.88, -1.17, -0.98], [-2.86, 0.33, -0.99], [-2.09, 0.99, -0.35], [-5.52, 0.77, -3.22], [-4.48, -3.86, -2.29], [-2.78, -4.97, -0.85], [-1.20, -3.54, 0.45], [4.48, 0.08, -3.19], [3.27, -0.01, -1.91], [1.97, -0.42, -2.20], [1.05, -0.54, -1.19], [1.33, -0.26, 0.09], [2.58, 0.15, 0.38], [3.57, 0.27, -0.58], [5.14, 1.70, -2.85], [4.49, 2.83, -3.32], [5.04, 4.07, -3.03], [6.16, 4.23, -2.33], [6.78, 3.14, -1.90], [6.32, 1.85, -2.13], [1.69, -0.65, -3.22], [0.04, -0.86, -1.39], [2.79, 0.37, 1.42], [4.56, 0.58, -0.28], [3.58, 2.75, -3.90], [4.56, 4.97, -3.38], [7.70, 3.29, -1.35], [6.87, 0.99, -1.78], [-3.39, 0.25, 5.99], [-2.25, -0.21, 5.19], [-1.18, -0.92, 5.65], [-0.36, -1.12, 4.59], [-0.94, -0.53, 3.48], [-2.08, 0.00, 3.88], [-3.22, -0.03, 7.02], [-4.31, -0.22, 5.64], [-3.48, 1.33, 5.93], [-1.08, -1.21, 6.68], [0.58, -1.63, 4.54], [-2.77, 0.55, 3.26]]}

=====

3.
{"formula": "C26H22O2PRuSSe2Te2", "method": "wB97M-V/def2-TZVPD", "spin_multiplicity": 5, "charge": 1, "lumo_energy_ev": [-3.863, -5.052], "homo_lumo_gap_ev": [6.39, 5.42], "symbols": ["Ru", "O", "C", "C", "C", "C", "C", "C", "C", "P", "C", "C", "C", "C", "C", "C", "C", "C", "C", "C", "C", "C", "H", "H", "H", "H", "H", "H", "H", "H", "H", "H", "H", "H", "H", "H", "Se", "Te", "Te", "Se", "C", "S", "O", "C", "C", "C", "C", "C", "C", "H", "H", "H", "H", "H", "H", "H", "H"], "xyz": [[2.32, 0.02, 0.96], [3.65, 2.10, 1.72], [2.52, 1.99, 1.31], [1.52, 3.01, 1.02], [1.65, 4.34, 1.43], [0.63, 5.23, 1.14], [-0.49, 4.81, 0.43], [-0.61, 3.51, -0.01], [0.40, 2.60, 0.29], [0.44, 0.84, -0.16], [1.34, 0.74, -1.74], [2.16, 1.76, -2.22], [2.86, 1.57, -3.40], [2.76, 0.37, -4.09], [1.97, -0.66, -3.60], [1.26, -0.47, -2.42], [-1.29, 0.53, -0.55], [-2.18, 0.51, 0.52], [-3.54, 0.48, 0.26], [-4.00, 0.46, -1.05], [-3.10, 0.47, -2.11], [-1.74, 0.51, -1.87], [2.53, 4.65, 1.97], [0.70, 6.25, 1.48], [-1.28, 5.51, 0.22], [-1.48, 3.19, -0.57], [2.25, 2.70, -1.69], [3.48, 2.36, -3.79], [3.30, 0.23, -5.02], [1.89, -1.59, -4.13], [0.63, -1.27, -2.03], [-1.82, 0.52, 1.54], [-4.22, 0.49, 1.09], [-5.06, 0.44, -1.25], [-3.45, 0.47, -3.13], [-1.04, 0.52, -2.69], [4.36, -0.55, -0.31], [4.31, -1.16, 2.03], [2.02, -0.55, 3.49], [-0.28, 0.26, 3.83], [1.13, -4.84, 0.30], [0.68, -3.11, -0.06], [1.76, -2.29, 0.63], [-0.74, -2.99, 1.04], [-1.95, -2.77, 0.42], [-3.10, -2.67, 1.19], [-3.00, -2.77, 2.57], [-1.78, -2.98, 3.18], [-0.63, -3.10, 2.41], [1.10, -5.01, 1.37], [2.12, -5.03, -0.11], [0.39, -5.45, -0.20], [-1.99, -2.68, -0.66], [-4.05, -2.51, 0.72], [-3.89, -2.67, 3.18], [-1.71, -3.05, 4.26], [0.32, -3.28, 2.89]]}